C33H20Cl2CrN5O2S | the ωB97M-V functional and the def2-TZVPD basis

The geometry in XYZ format:
```
64
Properties=species:S:1:pos:R:3:forces:R:3
Cr -0.037 -0.356 -1.278 0.10 -0.78 -1.13
Cl 3.958 -2.723 -6.278 0.00 -0.09 -0.08
C 3.385 -1.895 -4.874 0.01 0.13 0.16
C 2.076 -2.093 -4.465 -0.03 -0.02 0.01
C 1.586 -1.422 -3.348 0.56 0.03 0.05
N 0.304 -1.499 -2.815 -0.14 0.01 -0.24
C -0.618 -2.387 -3.290 0.11 0.17 -0.12
O -0.503 -3.160 -4.226 -0.03 -0.01 0.06
C -1.865 -2.353 -2.483 -0.24 -0.54 -0.18
C -2.831 -3.258 -2.648 0.25 0.25 -0.07
C -4.004 -3.272 -1.793 -0.22 0.13 0.19
C -4.159 -2.355 -0.840 -0.04 -0.01 -0.13
C -3.154 -1.271 -0.613 -0.10 -0.17 0.52
N -1.926 -1.352 -1.473 -0.29 0.64 -0.49
C 2.424 -0.543 -2.636 0.23 -0.27 -0.55
C 3.740 -0.368 -3.049 -0.10 0.01 0.00
C 4.214 -1.037 -4.164 -0.12 -0.04 -0.02
Cl 5.848 -0.772 -4.656 0.17 0.04 -0.02
N 1.807 0.182 -1.604 -0.50 -0.06 0.78
C 2.643 0.915 -0.779 0.10 0.20 -0.04
O 3.732 0.540 -0.389 -0.17 -0.02 0.17
C 2.218 2.326 -0.441 -0.14 0.21 -0.12
C 2.875 3.002 0.584 -0.10 -0.21 0.08
C 2.586 4.338 0.790 -0.01 0.00 0.00
C 1.681 4.963 -0.055 0.02 -0.03 0.07
C 1.081 4.208 -1.051 -0.05 0.05 -0.01
N 1.328 2.916 -1.240 -0.03 -0.18 0.03
H 1.440 -2.767 -5.012 0.01 0.01 -0.01
H -2.703 -3.994 -3.429 0.03 0.04 -0.06
H -4.748 -4.042 -1.943 -0.01 -0.03 0.07
H -5.006 -2.356 -0.166 -0.06 -0.03 -0.03
H -3.633 -0.285 -0.672 0.12 0.02 0.02
H 4.404 0.291 -2.511 0.03 -0.05 -0.07
H 3.582 2.458 1.194 0.05 0.04 -0.02
H 3.066 4.890 1.588 0.02 -0.01 -0.01
H 1.449 6.013 0.060 -0.04 0.00 -0.05
H 0.375 4.657 -1.742 0.00 0.03 0.05
C -1.151 -1.577 -0.257 -0.08 -0.32 1.47
C -2.223 -1.457 0.578 0.38 -0.27 -0.78
C -2.363 -1.217 1.992 -0.02 0.10 0.27
C -1.332 -1.562 2.873 -0.16 -0.07 -0.05
C -1.397 -1.194 4.203 0.01 -0.08 0.06
C -2.504 -0.509 4.687 0.00 0.06 -0.02
C -3.545 -0.186 3.828 -0.07 0.01 0.11
C -3.478 -0.537 2.491 0.14 -0.08 -0.15
H -0.487 -2.119 2.492 0.02 -0.01 0.01
H -0.579 -1.440 4.868 -0.02 -0.04 0.01
H -2.555 -0.232 5.731 -0.01 0.01 0.02
H -4.413 0.340 4.204 0.00 0.01 0.00
H -4.279 -0.260 1.814 -0.04 -0.01 0.02
S -1.728 2.642 1.727 0.16 -0.10 -0.14
C -1.507 1.741 0.280 0.02 0.12 0.17
N -0.546 0.871 0.281 -0.04 0.85 0.21
C 0.097 0.848 1.511 0.14 0.27 0.35
C 1.142 0.001 1.879 0.04 0.07 -0.12
C 1.715 0.162 3.121 0.07 -0.05 -0.15
C 1.264 1.150 4.003 -0.08 0.09 0.05
C 0.194 1.958 3.676 0.08 0.02 0.09
C -0.388 1.790 2.427 -0.13 -0.06 -0.29
H -2.148 1.910 -0.573 0.05 0.02 -0.07
H 1.480 -0.765 1.194 0.09 0.01 0.00
H 2.532 -0.485 3.409 0.03 0.02 0.02
H 1.762 1.280 4.954 -0.05 -0.03 0.04
H -0.178 2.712 4.356 0.03 -0.02 0.06
```
Positions in Å, forces in eV/Å.

Values from the calculation:
expectation value of S²	0.836
energy above the lowest of the compared OMol25 structures with the same formula, charge and spin	2.945	eV
spin multiplicity	2
E_LUMO (spin up / spin down)	-1.10 / -0.73	eV
maximum force	1.5	eV Å⁻¹
electronic energy	-110390.2557	eV



C5H13NO | the ωB97M-V functional and the def2-TZVPD basis

The geometry in XYZ format:
```
20
Properties=species:S:1:pos:R:3:forces:R:3
C -1.136 1.296 0.344 1.23 -0.07 1.15
N 0.090 0.555 0.618 0.39 0.16 -0.35
C -0.018 -0.485 1.621 -0.16 0.29 0.74
C 1.206 -1.412 1.428 -0.42 0.39 0.10
C 1.857 -0.883 0.149 0.05 0.29 -0.79
C 0.787 -0.021 -0.529 -0.69 -0.69 0.86
H -1.360 1.801 1.289 -0.38 0.08 -0.13
H -0.873 2.064 -0.373 -0.49 -0.01 -0.37
H -1.975 0.656 0.069 -0.13 0.05 -0.39
H -0.983 -1.016 1.569 0.10 -0.28 -0.36
H -0.045 -0.030 2.620 0.15 0.02 -0.09
H 1.904 -1.361 2.261 -0.08 0.06 0.09
H 0.855 -2.440 1.377 0.17 -0.13 -0.29
H 2.689 -0.209 0.355 0.13 -0.24 0.25
H 2.203 -1.656 -0.538 0.11 -0.09 0.15
H 0.089 -0.682 -1.075 0.14 0.14 -0.37
H 1.208 0.748 -1.173 -0.11 0.04 -0.14
H -2.782 0.383 -3.146 0.37 -0.16 -0.17
H -1.211 0.473 -3.092 0.14 -0.43 -0.35
O -2.026 0.838 -2.763 -0.52 0.58 0.47
```
Positions in Å, forces in eV/Å.

Values from the calculation:
SMILES	CN1CCCC1.O
energy above the lowest of the compared OMol25 structures with the same formula, charge and spin	1.090	eV
E_LUMO	0.82	eV
maximum force	1.7	eV Å⁻¹
electronic energy	-8932.9209	eV



C26H44Cl16N2O2 | the ωB97M-V functional and the def2-TZVPD basis

The geometry in XYZ format:
```
90
Properties=species:S:1:pos:R:3:forces:R:3
C -0.777 4.591 1.600 -0.13 0.44 -0.41
C -1.977 3.902 1.032 -0.91 0.67 -0.20
N -2.900 4.494 0.378 0.31 -0.36 0.22
C -2.123 2.431 1.272 0.53 -0.24 0.13
C -1.599 1.959 2.600 0.21 -0.38 0.31
C -1.927 2.448 3.807 -0.07 0.06 -0.36
C -2.921 3.544 4.010 -0.34 -0.54 -0.20
C -1.301 1.906 5.051 0.25 0.09 0.87
O -1.604 2.382 6.138 0.05 -0.14 -0.53
C -0.315 0.828 4.966 -0.30 0.31 -0.65
C 0.003 0.312 3.770 0.38 -0.37 0.67
N 0.934 -0.715 3.615 0.10 0.63 -0.47
C -0.639 0.823 2.532 -0.08 -0.69 -1.14
O -0.366 0.257 1.470 -0.36 0.85 1.03
H -0.818 5.651 1.372 -0.07 0.23 -0.07
H -0.736 4.506 2.676 0.17 -0.23 0.10
H 0.145 4.215 1.170 0.17 -0.32 0.09
H -2.677 5.482 0.275 0.01 0.08 -0.05
H -1.516 1.927 0.524 0.09 -0.10 -0.19
H -3.136 2.095 1.091 -0.33 0.15 0.03
H -2.446 4.498 4.200 0.13 0.21 0.14
H -3.562 3.621 3.141 -0.06 0.21 -0.23
H -3.555 3.292 4.852 0.03 0.13 0.27
H 0.137 0.492 5.882 0.04 -0.10 0.22
H 1.111 -0.885 2.629 -0.15 -0.06 -0.06
H 1.813 -0.442 4.033 0.08 -0.31 0.30
Cl 2.931 -0.685 -3.207 0.03 -0.03 0.02
C 1.197 -0.516 -2.815 -0.20 -0.01 0.00
C 0.958 -0.144 -1.375 -0.09 0.17 -0.01
Cl 1.390 -1.465 -0.262 0.26 -0.21 -0.08
H 0.707 -1.455 -3.063 0.12 0.08 0.05
H 0.803 0.264 -3.465 0.02 0.04 0.03
H -0.102 0.058 -1.229 -0.02 -0.05 0.04
H 1.521 0.737 -1.075 0.07 -0.05 0.00
Cl -1.549 -4.403 -1.813 0.02 -0.06 0.06
C -1.612 -4.729 -0.061 -0.15 0.01 0.10
C -0.235 -4.848 0.536 0.03 0.05 0.10
Cl 0.618 -6.309 -0.030 0.02 0.00 -0.02
H -2.194 -5.636 0.088 0.03 -0.04 -0.06
H -2.142 -3.898 0.400 0.05 0.04 -0.01
H -0.312 -4.922 1.619 -0.04 -0.04 0.00
H 0.377 -3.987 0.287 0.01 -0.01 -0.07
Cl -3.879 -5.247 -6.718 0.13 0.05 0.01
C -2.821 -4.753 -5.360 0.11 -0.06 -0.05
C -3.098 -3.350 -4.883 0.04 -0.04 -0.02
Cl -2.625 -2.127 -6.098 -0.01 0.02 -0.01
H -1.791 -4.845 -5.695 -0.04 -0.04 -0.05
H -2.988 -5.463 -4.552 -0.06 0.08 0.06
H -2.513 -3.149 -3.989 0.04 -0.01 0.00
H -4.144 -3.201 -4.651 -0.14 0.01 -0.03
Cl 1.982 3.137 2.999 0.06 -0.06 0.01
C 2.830 4.518 3.745 0.10 0.04 0.09
C 2.094 5.056 4.947 0.00 -0.06 0.08
Cl 0.544 5.842 4.516 0.15 -0.06 0.18
H 2.958 5.278 2.984 -0.03 0.01 -0.07
H 3.815 4.160 4.044 -0.04 -0.05 0.05
H 2.702 5.809 5.444 0.01 0.04 -0.07
H 1.871 4.266 5.660 -0.07 -0.02 -0.02
Cl 1.556 -6.194 -6.292 -0.03 0.01 -0.01
C 2.482 -4.735 -5.856 0.07 0.02 -0.05
C 2.107 -4.207 -4.497 0.14 -0.06 0.13
Cl 0.450 -3.548 -4.475 0.00 -0.03 -0.17
H 2.315 -3.990 -6.630 -0.07 -0.01 0.00
H 3.535 -5.012 -5.861 0.00 -0.03 0.05
H 2.775 -3.396 -4.217 -0.02 0.07 -0.04
H 2.165 -4.982 -3.736 -0.08 -0.03 -0.02
Cl -6.368 -4.945 -4.272 -0.11 0.00 0.12
C -6.214 -6.572 -3.564 -0.02 -0.09 -0.11
C -6.542 -6.590 -2.093 -0.02 -0.09 -0.03
Cl -5.309 -5.715 -1.149 0.03 0.06 0.09
H -5.200 -6.920 -3.743 0.02 0.05 0.00
H -6.901 -7.219 -4.106 -0.05 0.01 0.03
H -6.554 -7.617 -1.731 0.05 -0.01 -0.02
H -7.509 -6.139 -1.889 0.03 0.09 -0.01
Cl 4.452 5.691 0.175 -0.08 0.09 -0.01
C 2.717 5.833 -0.216 -0.05 0.07 -0.14
C 2.198 7.220 0.086 0.02 -0.20 -0.06
Cl 2.201 7.490 1.848 -0.12 0.30 -0.05
H 2.181 5.081 0.359 0.05 0.00 0.06
H 2.605 5.603 -1.275 0.03 0.08 -0.02
H 1.172 7.327 -0.261 -0.02 -0.08 0.05
H 2.804 7.990 -0.384 0.08 -0.01 0.07
Cl 5.121 2.393 0.307 0.06 -0.19 0.12
C 6.398 1.564 1.239 0.05 0.04 -0.06
C 5.910 0.309 1.916 0.08 -0.09 -0.06
Cl 4.760 0.657 3.234 -0.06 0.03 0.03
H 6.792 2.275 1.961 -0.05 0.02 0.02
H 7.188 1.312 0.534 -0.02 -0.05 -0.01
H 6.753 -0.217 2.360 0.01 0.04 0.02
H 5.417 -0.355 1.213 -0.09 0.02 -0.03
```
Positions in Å, forces in eV/Å.

Values from the calculation:
SMILES	[H]/N=C(\C)CC1=C(C)C(=O)C=C(N)C1=O.ClCCCl.ClCCCl.ClCCCl.ClCCCl.ClCCCl.ClCCCl.ClCCCl.ClCCCl
E_LUMO	-1.26	eV
maximum force	1.4	eV Å⁻¹
electronic energy	-235111.6895	eV



C6H8FN | the ωB97M-V functional and the def2-TZVPD basis

The geometry in XYZ format:
```
16
Properties=species:S:1:pos:R:3:forces:R:3
C 0.219 -1.184 -0.620 4.55 4.01 -3.28
C -0.687 -1.897 0.067 -7.31 -2.90 2.13
C -1.641 -0.165 1.188 -0.04 5.89 1.27
C 0.262 0.331 -0.659 -1.14 -0.18 1.86
C -0.471 0.775 0.943 1.97 -1.85 -0.94
C 1.659 0.988 -0.638 -0.66 -2.96 -1.74
N -1.748 -1.343 0.751 2.68 -6.36 -2.30
F -0.851 2.079 0.949 -0.35 0.40 -0.09
H 0.756 -1.762 -1.383 0.40 0.52 0.45
H -0.858 -2.926 -0.401 -0.03 1.14 1.37
H -2.585 0.290 1.572 0.93 -0.05 -0.19
H -0.372 0.701 -1.527 0.31 -0.05 1.37
H 0.421 0.708 1.720 -1.65 -0.20 -1.62
H 1.515 1.976 -0.444 -0.17 2.81 1.21
H 2.167 1.007 -1.615 -0.11 -0.57 0.24
H 2.213 0.423 0.095 0.65 0.35 0.25
```
Positions in Å, forces in eV/Å.

Values from the calculation:
expectation value of S²	2.009
energy above the lowest of the compared OMol25 structures with the same formula, charge and spin	1.052	eV
spin multiplicity	3
E_LUMO (spin up / spin down)	1.04 / -2.50	eV
maximum force	8.1	eV Å⁻¹
electronic energy	-10553.7218	eV



C3H14N2O | the ωB97M-V functional and the def2-TZVPD basis

The geometry in XYZ format:
```
20
Properties=species:S:1:pos:R:3:forces:R:3
C 0.661 0.796 0.189 1.61 3.67 1.88
C 0.843 -0.380 -0.699 2.92 -2.41 -1.83
C -0.463 -1.038 -0.679 -1.82 -4.36 -2.18
N -0.661 -2.691 -1.901 2.42 1.70 -1.68
N -0.302 0.632 1.347 2.95 3.04 1.89
H 0.610 1.820 -0.375 -1.05 -2.05 0.87
H 1.487 1.096 0.872 0.64 -0.79 -1.31
H 1.858 -1.118 -0.551 -3.04 2.06 0.18
H 0.935 0.001 -1.736 0.36 -0.11 0.59
H -0.794 -1.740 0.160 0.26 1.57 -0.97
H -1.204 -0.683 -1.431 0.06 0.51 1.60
H -1.420 -3.269 -1.715 -3.30 -0.25 0.05
H -0.430 -2.735 -2.952 -0.86 0.81 1.72
H -0.061 -3.395 -1.590 2.73 -1.03 1.08
H 0.197 0.054 2.086 -1.05 0.85 -0.92
H -1.160 0.250 1.156 -2.89 -0.96 -0.43
H -0.386 1.760 1.766 0.38 -2.05 -0.30
H 0.361 3.728 2.746 0.34 1.18 1.42
H -0.179 3.709 1.291 -0.43 1.56 -0.97
O 0.110 3.202 2.019 -0.24 -2.94 -0.70
```
Positions in Å, forces in eV/Å.

Values from the calculation:
energy above the lowest of the compared OMol25 structures with the same formula, charge and spin	3.940	eV
E_LUMO	-8.98	eV
maximum force	5.2	eV Å⁻¹
net charge	+2
electronic energy	-8345.7187	eV